ORCA calculation (ωB97M-V/def2-TZVPD) on C37H40As2N2O2Pt as an isolated structure in a non-equilibrium geometry.

E_tot = -171007.086 eV
HOMO level (spin up / spin down) = -8.73 / -8.72 eV
Kohn-Sham gap (spin up / spin down) = 5.3 / 5.3 eV
2S+1 = 2
ΔE to the lowest compared entry with this formula, charge and spin = 336.10 kJ/mol
Charge = +1

Each line ends with the Mulliken spin population.
CARTESIAN COORDINATES (ANGSTROEM)
Pt  0.43860  -0.09760  0.71220  0.67
C  2.46580  1.23220  3.24450  0.03
C  3.30520  0.39200  2.28570  -0.01
As  2.70500  0.48540  0.39150  0.21
C  4.27640  -0.35740  -0.42870  0.01
C  5.00550  0.32740  -1.39640  0.00
C  6.21530  -0.17260  -1.84560  0.00
C  6.70180  -1.36690  -1.34260  0.00
C  5.96720  -2.06910  -0.40090  0.00
C  4.75600  -1.57190  0.05020  -0.01
C  3.05060  2.30540  -0.18570  -0.05
C  2.44700  2.79090  -1.34240  0.03
C  2.78840  4.03930  -1.83780  0.01
C  3.70960  4.81910  -1.15820  0.00
C  4.31180  4.34090  -0.00600  0.00
C  3.99350  3.08330  0.47140  0.00
As  0.52670  0.81620  3.03630  0.07
C  0.08750  0.29370  4.88780  0.04
C  0.63300  -0.89870  5.35760  0.01
C  0.37510  -1.32960  6.64730  0.00
C  -0.42010  -0.56240  7.48650  0.01
C  -0.98900  0.60970  7.01600  0.00
C  -0.75900  1.02310  5.71330  0.01
C  -0.37800  2.50670  2.84200  0.01
C  -0.29110  3.58910  3.67250  -0.01
C  -1.05400  4.73970  3.44610  0.00
C  -1.99220  4.76520  2.39620  0.00
C  -2.08230  3.74280  1.50720  0.00
C  -1.13240  2.60400  1.55690  0.02
H  2.60670  2.30250  3.06110  0.00
H  2.75380  1.02020  4.28230  0.00
H  3.19890  -0.66830  2.55590  -0.01
H  4.37040  0.63750  2.37470  0.00
H  4.63390  1.26460  -1.79500  0.00
H  6.78700  0.38200  -2.57520  0.00
H  7.65180  -1.74940  -1.68250  0.00
H  6.35210  -2.99830  -0.00770  0.00
H  4.17980  -2.12850  0.78200  0.00
H  1.72630  2.16630  -1.86250  0.00
H  2.34310  4.40230  -2.75190  0.00
H  3.96650  5.79780  -1.53110  0.00
H  5.03770  4.94300  0.51720  0.00
H  4.49400  2.69600  1.35330  0.00
H  1.26250  -1.48930  4.69630  0.00
H  0.78780  -2.26640  6.99440  0.00
H  -0.60510  -0.88300  8.49950  0.00
H  -1.61570  1.20250  7.66530  0.00
H  -1.23460  1.92210  5.34180  0.00
H  0.35290  3.55110  4.54440  0.00
H  -0.97910  5.58010  4.11770  0.00
H  -2.65750  5.61280  2.30940  0.00
H  -2.82400  3.74410  0.72290  0.00
H  -1.62770  1.64620  1.33460  -0.03
O  -1.68950  -0.71300  0.44490  0.01
C  -2.73410  -1.22080  0.82980  0.01
C  -4.06430  -0.81640  0.24910  0.00
C  -4.92310  -0.31820  1.43340  0.00
C  -4.11430  0.32200  2.58040  0.00
C  -3.61970  -0.63940  3.67530  0.00
C  -2.48170  -1.56190  3.20030  -0.02
N  -2.82410  -2.08560  1.88790  0.00
H  -4.56290  -1.64150  -0.25760  0.00
H  -3.89140  -0.02470  -0.47730  0.00
H  -5.52120  -1.14280  1.82660  0.00
H  -5.62240  0.42160  1.04590  0.00
H  -4.74840  1.06510  3.06470  0.00
H  -3.25470  0.85590  2.17120  0.00
H  -4.46000  -1.24140  4.03240  0.00
H  -3.25810  -0.05190  4.52400  0.00
H  -2.34450  -2.39060  3.89650  0.00
H  -1.53830  -1.00710  3.12090  0.03
H  -3.72340  -2.55410  1.93500  0.00
O  -0.12730  2.61490  0.46540  -0.03
N  0.18810  3.88830  -0.05740  0.00
C  -0.76290  4.41050  -0.92890  0.00
C  -1.02460  5.74110  -0.97910  0.00
C  -0.35370  6.63360  -0.12910  0.00
C  0.58710  6.10500  0.76490  0.00
C  0.83890  4.76990  0.80110  0.00
H  -1.26710  3.67850  -1.53720  0.00
H  -1.75740  6.10490  -1.67980  0.00
H  -0.56870  7.68630  -0.14980  0.00
H  1.12380  6.75710  1.43620  0.00
H  1.54330  4.30420  1.47400  0.00